No. 1
# C2H9N3

A 2-piece molecular cluster, C2H9N3 overall in a non-equilibrium geometry (ωB97M-V with the def2-TZVPD basis set, the OMol25 dataset).

Computed properties:
**Spin multiplicity**: 1
**SMILES**: [H]/N=C/N.CN
**E_HOMO**: -9.2 eV
**E_LUMO**: 0.8911 eV
**ΔE to the lowest compared entry with this formula, charge and spin**: 108.80 kJ/mol
**HOMO-LUMO gap**: 0.37197 hartree

Last column: Mulliken charge in e.
Cartesian coordinates (Å):
1 N 0.590 -2.315 -2.099  -0.658
2 N -0.222 2.347 1.424  -0.566
3 N -0.297 -0.738 -0.674  -0.378
4 C -0.426 1.272 2.425  -0.732
5 C 0.431 -1.114 -1.779  0.051
6 H 0.528 0.906 2.787  0.305
7 H -0.023 -0.081 0.030  0.208
8 H -0.985 -1.439 -0.446  0.227
9 H -0.595 3.210 1.812  0.261
10 H 0.762 2.602 1.442  0.226
11 H -1.157 1.612 3.163  0.306
12 H -0.985 0.421 2.014  0.188
13 H 0.800 -0.294 -2.390  0.313
14 H 1.052 -2.361 -2.995  0.250

---

No. 2
# C2H9N3O

C2H9N3O as an isolated structure in a non-equilibrium geometry (ωB97M-V with the def2-TZVPD basis set, the OMol25 dataset).

Computed properties:
**Spin multiplicity**: 1
**E_HOMO**: -7.8 eV
**E_LUMO**: 0.1732 eV
**ΔE to the lowest compared entry with this formula, charge and spin**: 438.38 kJ/mol
**HOMO-LUMO gap**: 0.29192 hartree

Last column: Mulliken charge in e.
Cartesian coordinates (Å):
1 O 0.345 0.913 -0.317  -0.421
2 N -2.254 0.343 0.449  -0.531
3 N 1.990 1.489 0.081  -0.462
4 N 0.954 -1.144 0.545  -0.570
5 C 0.254 -0.407 -0.418  0.202
6 C -1.565 -0.716 -0.122  -0.684
7 H 1.246 -0.522 1.311  0.279
8 H -1.584 -1.579 0.539  0.341
9 H 1.866 2.338 -0.474  0.279
10 H 1.778 -1.651 0.249  0.224
11 H 0.415 -0.801 -1.438  0.297
12 H -1.845 0.634 1.331  0.243
13 H -1.922 -0.991 -1.109  0.305
14 H 2.683 0.960 -0.451  0.237
15 H -2.362 1.134 -0.174  0.260

---

No. 3
# C2H9N3O2

C2H9N3O2 as an isolated structure in a non-equilibrium geometry (ωB97M-V with the def2-TZVPD basis set, the OMol25 dataset).

Computed properties:
**Spin multiplicity**: 1
**E_HOMO**: -8.3 eV
**E_LUMO**: 0.9143 eV
**ΔE to the lowest compared entry with this formula, charge and spin**: 695.46 kJ/mol
**HOMO-LUMO gap**: 0.33823 hartree

Last column: Mulliken charge in e.
Cartesian coordinates (Å):
1 O -2.062 1.490 0.140  -0.434
2 O 2.066 -0.315 0.784  -0.455
3 N 1.279 1.645 -0.198  -0.652
4 N 0.883 0.414 0.290  -0.019
5 N -1.387 0.276 0.555  -0.504
6 C -0.437 -1.717 -0.499  -1.353
7 C -0.658 -0.233 -0.486  0.308
8 H -0.228 0.514 1.108  0.493
9 H -0.377 -2.108 0.518  0.351
10 H 0.480 -1.972 -1.031  0.324
11 H -2.945 1.372 0.510  0.338
12 H 1.968 1.519 -0.934  0.249
13 H 1.753 -1.163 1.125  0.338
14 H 1.681 2.203 0.552  0.243
15 H -0.732 0.275 -1.445  0.416
16 H -1.284 -2.202 -0.990  0.356

---

No. 4
# C2H9N3S2

A 2-piece molecular cluster, C2H9N3S2 overall (ωB97M-V with the def2-TZVPD basis set, the OMol25 dataset).

Computed properties:
**Spin multiplicity**: 1
**SMILES**: N=C(N)N.CSS
**E_HOMO**: -9.1 eV
**E_LUMO**: 0.4627 eV
**ΔE to the lowest compared entry with this formula, charge and spin**: 1.33 kJ/mol
**HOMO-LUMO gap**: 0.35146 hartree

Last column: Mulliken charge in e.
Cartesian coordinates (Å):
1 S 0.654 -0.129 -2.250  -0.218
2 S -0.910 -1.111 -1.356  -0.062
3 N -0.599 1.589 3.150  -0.498
4 N 0.540 2.462 1.259  -0.633
5 N 0.492 0.183 1.626  -0.500
6 C 0.136 1.484 1.971  0.568
7 C -0.085 -2.572 -0.644  -0.750
8 H -0.803 -3.390 -0.694  0.300
9 H 0.940 0.199 0.721  0.172
10 H 0.247 -2.426 0.382  0.249
11 H 0.757 -2.809 -1.291  0.303
12 H -0.284 -0.462 1.600  0.263
13 H 0.363 3.346 1.722  0.195
14 H -1.254 2.352 3.159  0.218
15 H -0.994 0.744 3.525  0.229
16 H 0.814 0.865 -1.356  0.165

---

No. 5
# C2H9N4O

A 2-piece molecular cluster, C2H9N4O overall in a non-equilibrium geometry (ωB97M-V with the def2-TZVPD basis set, the OMol25 dataset).

Computed properties:
**Spin multiplicity**: 2
**E_HOMO (alpha / beta)**: -3.6 / -9.0 eV
**E_LUMO (alpha / beta)**: 0.5567 / 0.5027 eV
**ΔE to the lowest compared entry with this formula, charge and spin**: 63.86 kJ/mol
**HOMO-LUMO gap (alpha / beta)**: 0.15330 / 0.34765 hartree

Last column: Löwdin spin population.
Cartesian coordinates (Å):
1 O -0.479 2.001 1.075  0.002
2 N 0.465 1.068 -0.827  0.010
3 N 1.694 1.316 1.136  0.001
4 N -0.061 -1.872 -0.961  0.199
5 N -1.492 -1.116 0.747  0.209
6 C 0.506 1.498 0.491  0.003
7 C -1.233 -1.548 -0.465  0.487
8 H -0.332 1.482 -1.270  0.005
9 H -0.027 -2.075 -1.929  0.005
10 H -2.138 -1.710 -1.119  0.039
11 H -2.432 -0.736 0.939  0.005
12 H 0.743 -1.402 -0.577  0.020
13 H 1.293 1.337 -1.324  0.001
14 H 1.749 1.633 2.090  0.000
15 H 2.485 0.922 0.615  0.001
16 H -0.740 -0.799 1.379  0.013

---

No. 6
# C2H9N4O2S2

An isolated ion of composition C2H9N4O2S2 and charge +1 in a non-equilibrium geometry (ωB97M-V with the def2-TZVPD basis set, the OMol25 dataset).

Computed properties:
**Spin multiplicity**: 1
**SMILES**: NS(=O)(=O)[C@H]1NN[C@H]([NH3+])S1
**E_HOMO**: -13.2 eV
**Net charge**: +1
**E_LUMO**: -3.7334 eV
**HOMO-LUMO gap**: 0.34640 hartree

Last column: Mulliken charge in e.
Cartesian coordinates (Å):
1 S -0.026 -1.958 0.419  -0.111
2 S 2.433 -0.330 -0.189  1.075
3 O 3.205 -1.510 0.054  -0.567
4 O 1.773 -0.254 -1.482  -0.658
5 N 0.164 0.774 0.729  -0.171
6 N -2.416 -0.944 -0.427  -0.261
7 N -0.457 0.602 -0.495  -0.562
8 N 3.149 1.074 0.118  -0.448
9 C -0.916 -0.748 -0.698  -0.125
10 C 1.111 -0.177 1.100  -0.529
11 H -0.499 1.199 1.470  0.300
12 H 0.305 0.747 -1.303  0.438
13 H 3.484 1.232 1.071  0.286
14 H -2.911 -1.476 -1.058  0.320
15 H -0.812 -1.053 -1.727  0.357
16 H -3.041 -0.141 -0.296  0.350
17 H 3.942 1.285 -0.609  0.337
18 H -2.672 -1.449 0.372  0.368
19 H 1.451 -0.053 2.085  0.602

---

No. 7
# C2H9N4P

An isolated molecule of C2H9N4P in a non-equilibrium geometry (ωB97M-V with the def2-TZVPD basis set, the OMol25 dataset).

Computed properties:
**Spin multiplicity**: 1
**SMILES**: N=P1(N)NCCN1
**E_HOMO**: -8.6 eV
**E_LUMO**: 0.7704 eV
**ΔE to the lowest compared entry with this formula, charge and spin**: 102.99 kJ/mol
**HOMO-LUMO gap**: 0.34616 hartree

Last column: Mulliken charge in e.
Cartesian coordinates (Å):
1 P 0.321 0.674 1.077  0.740
2 N 0.398 -1.384 0.277  -0.588
3 N 1.863 1.154 0.663  -0.571
4 N 0.157 1.128 2.565  -0.726
5 N -0.592 1.166 -0.365  -0.483
6 C -1.212 -0.012 -0.846  -0.659
7 C -0.258 -1.190 -0.998  -0.473
8 H -0.977 -2.014 -1.243  0.318
9 H -0.589 0.807 3.149  0.243
10 H -2.029 -0.237 -0.188  0.404
11 H 0.400 -0.959 -1.786  0.297
12 H -1.404 1.773 -0.179  0.307
13 H -0.020 -2.149 0.916  0.232
14 H 2.187 0.933 -0.267  0.280
15 H -1.671 0.091 -1.804  0.416
16 H 2.497 0.716 1.320  0.263

---

No. 8
# C2H9N5

A 3-piece molecular cluster, C2H9N5 overall in a non-equilibrium geometry (ωB97M-V with the def2-TZVPD basis set, the OMol25 dataset).

Computed properties:
**Spin multiplicity**: 1
**E_HOMO (alpha / beta)**: -7.9 / -8.3 eV
**E_LUMO (alpha / beta)**: 0.6106 / 0.5359 eV
**ΔE to the lowest compared entry with this formula, charge and spin**: 739.85 kJ/mol
**HOMO-LUMO gap (alpha / beta)**: 0.31264 / 0.32389 hartree

Last column: Mulliken charge in e.
Cartesian coordinates (Å):
1 N -0.759 -0.486 0.211  -0.267
2 N -1.138 0.455 -2.039  -0.530
3 N 0.852 -0.961 1.445  -0.367
4 N 0.193 0.031 -0.550  -0.081
5 N -1.548 0.311 0.908  -0.130
6 C 1.513 -1.944 1.043  -0.222
7 C 0.675 1.382 -0.225  -0.951
8 H -0.096 2.127 -0.442  0.350
9 H 1.532 1.580 -0.869  0.300
10 H -1.221 1.216 1.227  0.204
11 H -1.877 -0.249 -1.937  0.246
12 H 2.217 -2.462 1.718  0.274
13 H -0.529 0.048 -2.755  0.230
14 H 1.002 1.470 0.815  0.418
15 H -2.262 -0.172 1.433  0.266
16 H 1.445 -2.345 0.018  0.261

---

No. 9
# C2H9N5

A 2-piece molecular cluster, C2H9N5 overall in a non-equilibrium geometry (ωB97M-V with the def2-TZVPD basis set, the OMol25 dataset).

Computed properties:
**Spin multiplicity**: 1
**E_HOMO**: -18.6 eV
**Net charge**: +2
**E_LUMO**: -9.5472 eV
**ΔE to the lowest compared entry with this formula, charge and spin**: 478.98 kJ/mol
**HOMO-LUMO gap**: 0.33156 hartree

Last column: Mulliken charge in e.
Cartesian coordinates (Å):
1 N 1.185 -1.382 -1.616  -0.279
2 N 0.343 0.311 3.203  -0.418
3 N 0.016 2.471 0.353  -0.224
4 N 0.382 0.890 2.094  0.378
5 N 0.378 -0.497 -1.324  0.197
6 C -0.016 1.415 1.110  0.214
7 C -0.999 -0.753 -1.210  -0.492
8 H 0.920 -0.517 3.225  0.286
9 H -1.546 -0.281 -2.031  0.325
10 H 2.227 -1.275 -1.742  0.319
11 H -0.403 2.513 -0.457  0.205
12 H -1.373 -1.756 -1.304  0.450
13 H -1.113 -0.120 -0.275  0.125
14 H 0.479 3.356 0.670  0.285
15 H -0.379 0.634 3.816  0.273
16 H 0.841 -2.420 -1.788  0.354

---

No. 10
# C2H9N6

A 2-piece molecular cluster, C2H9N6 overall in a non-equilibrium geometry (ωB97M-V with the def2-TZVPD basis set, the OMol25 dataset).

Computed properties:
**Spin multiplicity**: 1
**E_HOMO**: -14.2 eV
**Net charge**: +1
**E_LUMO**: -3.4121 eV
**ΔE to the lowest compared entry with this formula, charge and spin**: 30.33 kJ/mol
**HOMO-LUMO gap**: 0.39559 hartree

Last column: Mulliken charge in e.
Cartesian coordinates (Å):
1 N -2.067 0.334 -0.026  -0.726
2 N 1.393 1.176 -0.808  -0.341
3 N 0.668 -0.778 -0.541  0.563
4 N 0.942 2.135 1.276  -0.792
5 N 0.965 1.077 0.451  0.871
6 N 1.207 0.078 -1.386  -0.327
7 C 0.325 -2.118 -0.907  -0.798
8 C 0.488 -0.162 0.633  -0.166
9 H -0.529 -2.450 -0.321  0.341
10 H 0.066 -0.564 1.529  0.384
11 H -2.416 1.038 0.616  0.258
12 H -2.706 -0.452 0.032  0.252
13 H 1.169 -2.788 -0.734  0.332
14 H 0.079 -2.134 -1.968  0.314
15 H -2.177 0.722 -0.958  0.249
16 H 1.189 1.944 2.244  0.273
17 H 1.403 2.942 0.869  0.313

---

No. 11
# C2H9N6

An isolated ion of composition C2H9N6 and charge +1 in a non-equilibrium geometry (ωB97M-V with the def2-TZVPD basis set, the OMol25 dataset).

Computed properties:
**Spin multiplicity**: 1
**SMILES**: NN[C@H]1NN[NH+]=C1N
**E_HOMO**: -13.1 eV
**Net charge**: +1
**E_LUMO**: -3.9733 eV
**ΔE to the lowest compared entry with this formula, charge and spin**: 278.45 kJ/mol
**HOMO-LUMO gap**: 0.33716 hartree

Last column: Mulliken charge in e.
Cartesian coordinates (Å):
1 N 1.449 -0.482 0.893  -0.365
2 N -0.821 -0.688 0.836  -0.106
3 N 2.271 -0.015 -0.174  -0.320
4 N -2.036 -0.114 1.207  -0.669
5 N -0.698 0.557 -1.750  -0.366
6 N 1.287 0.125 -1.254  -0.298
7 C 0.097 0.307 0.669  -0.009
8 C 0.122 0.547 -0.841  0.483
9 H -1.815 0.334 2.043  0.238
10 H 1.339 -1.448 0.603  0.323
11 H -0.526 -0.029 -2.650  0.292
12 H -0.581 -1.634 1.236  0.251
13 H 1.508 0.612 -2.173  0.314
14 H 0.092 1.230 1.227  0.371
15 H 2.499 0.929 0.045  0.289
16 H -2.524 -0.894 1.593  0.276
17 H -1.665 0.662 -1.511  0.297

---

No. 12
# C2H9N6

An isolated ion of composition C2H9N6 and charge +1 in a non-equilibrium geometry (ωB97M-V with the def2-TZVPD basis set, the OMol25 dataset).

Computed properties:
**Spin multiplicity**: 1
**E_HOMO**: -13.1 eV
**Net charge**: +1
**E_LUMO**: -3.7635 eV
**ΔE to the lowest compared entry with this formula, charge and spin**: 332.46 kJ/mol
**HOMO-LUMO gap**: 0.34257 hartree

Last column: Mulliken charge in e.
Cartesian coordinates (Å):
1 N 0.405 -0.981 -0.620  0.382
2 N -0.088 2.230 1.296  -0.263
3 N 1.060 1.099 -0.104  -0.280
4 N -0.166 1.235 0.316  -0.070
5 N -1.739 -0.111 -1.076  -0.461
6 N 1.339 0.030 -0.674  -0.494
7 C -0.868 -0.695 -0.183  -0.064
8 C 1.208 -2.192 -0.486  -0.772
9 H -0.780 2.903 0.948  0.332
10 H 0.969 2.407 1.171  0.422
11 H 1.179 -2.457 0.568  0.334
12 H -2.562 0.413 -0.593  0.295
13 H -1.348 0.577 -1.701  0.335
14 H -0.499 1.885 2.175  0.312
15 H -1.217 -1.279 0.692  0.361
16 H 2.321 -2.061 -0.683  0.329
17 H 0.787 -3.003 -1.047  0.303

---

No. 13
# C2H9N6O2S

An isolated ion of composition C2H9N6O2S and charge +1 in a non-equilibrium geometry (ωB97M-V with the def2-TZVPD basis set, the OMol25 dataset).

Computed properties:
**Spin multiplicity**: 1
**SMILES**: [H]/N=C(/NS(N)(=O)=O)[NH+]=C(N)N
**E_HOMO**: -14.6 eV
**Net charge**: +1
**E_LUMO**: -3.5948 eV
**ΔE to the lowest compared entry with this formula, charge and spin**: 13.63 kJ/mol
**HOMO-LUMO gap**: 0.40432 hartree

Last column: Mulliken charge in e.
Cartesian coordinates (Å):
1 S 1.697 -0.035 -0.180  1.276
2 O 1.040 -1.218 0.272  -0.601
3 O 1.561 0.340 -1.545  -0.588
4 N -2.053 -1.947 0.130  -0.414
5 N 3.246 -0.208 0.190  -0.528
6 N -0.720 2.606 -0.371  -0.597
7 N -1.250 0.277 -0.217  -0.156
8 N 0.859 1.115 0.812  -0.661
9 N -0.877 -0.852 1.870  -0.429
10 C -1.444 -0.804 0.622  0.657
11 C -0.491 1.422 -0.003  0.474
12 H -1.956 -2.826 0.699  0.225
13 H -1.766 0.141 -1.055  0.191
14 H -0.878 -1.795 2.331  0.269
15 H -0.077 -0.199 1.938  0.442
16 H -1.620 2.655 -0.875  0.277
17 H -2.389 -2.007 -0.768  0.183
18 H 3.361 -0.025 1.158  0.262
19 H 1.226 2.030 0.626  0.407
20 H 4.017 0.144 -0.456  0.311

---

No. 14
# C2H9NO

C2H9NO as an isolated structure in a non-equilibrium geometry (ωB97M-V with the def2-TZVPD basis set, the OMol25 dataset).

Computed properties:
**Spin multiplicity**: 1
**E_HOMO**: -10.1 eV
**E_LUMO**: 1.0837 eV
**ΔE to the lowest compared entry with this formula, charge and spin**: 272.70 kJ/mol
**HOMO-LUMO gap**: 0.41247 hartree

Last column: Mulliken charge in e.
Cartesian coordinates (Å):
1 O -0.964 2.803 -1.081  -0.368
2 N 1.384 -4.410 1.127  -0.638
3 C -1.360 1.937 -2.173  -0.258
4 C -0.120 1.646 -1.423  -0.230
5 H -2.147 1.307 -1.908  0.202
6 H 1.114 -5.251 0.659  0.209
7 H -0.552 2.634 3.720  -0.001
8 H -1.474 2.481 -3.141  0.211
9 H 2.413 -4.490 1.286  0.222
10 H 0.817 2.037 -1.884  0.209
11 H 0.793 -4.413 1.908  0.207
12 H -0.082 0.762 -0.772  0.233
13 H 0.178 2.956 3.683  0.002

---

No. 15
# C2H9NO

A 3-piece molecular cluster, C2H9NO overall in a non-equilibrium geometry (ωB97M-V with the def2-TZVPD basis set, the OMol25 dataset).

Computed properties:
**Spin multiplicity**: 1
**SMILES**: [H][H].C1CO1.N
**E_HOMO**: -10.5 eV
**E_LUMO**: 0.9811 eV
**ΔE to the lowest compared entry with this formula, charge and spin**: 270.06 kJ/mol
**HOMO-LUMO gap**: 0.42191 hartree

Last column: Mulliken charge in e.
Cartesian coordinates (Å):
1 O -1.237 -0.228 0.454  -0.393
2 N 1.606 -1.091 -2.629  -0.727
3 C 0.007 0.501 0.476  -0.481
4 C -0.984 0.618 1.553  -0.304
5 H 0.880 -0.103 0.721  0.319
6 H 1.496 -0.230 -2.093  0.246
7 H 1.068 1.211 2.460  -0.193
8 H 1.153 1.946 2.446  0.195
9 H 0.818 -1.065 -3.271  0.241
10 H 1.312 -1.720 -1.876  0.263
11 H 0.197 1.258 -0.273  0.266
12 H -0.704 0.085 2.450  0.335
13 H -1.784 1.359 1.560  0.233

---

No. 16
# C2H9NO

A 2-piece molecular cluster, C2H9NO overall in a non-equilibrium geometry (ωB97M-V with the def2-TZVPD basis set, the OMol25 dataset).

Computed properties:
**Spin multiplicity**: 2
**E_HOMO (alpha / beta)**: -12.8 / -12.7 eV
**Net charge**: +1
**E_LUMO (alpha / beta)**: -3.5921 / -9.8851 eV
**ΔE to the lowest compared entry with this formula, charge and spin**: 145.33 kJ/mol
**HOMO-LUMO gap (alpha / beta)**: 0.33683 / 0.10492 hartree

Last column: Löwdin spin population.
Cartesian coordinates (Å):
1 O -0.546 1.405 1.101  0.664
2 N 0.246 -3.752 -2.110  0.002
3 C -0.552 2.299 0.042  0.093
4 C 0.589 0.582 1.322  0.079
5 H -0.096 1.887 -0.862  0.020
6 H -1.590 2.561 -0.186  0.009
7 H -0.053 3.207 0.409  0.058
8 H 1.467 1.184 1.127  0.022
9 H 0.477 -0.234 0.588  0.049
10 H 0.735 -2.929 -2.445  0.000
11 H 0.951 -4.322 -1.648  0.000
12 H -0.371 -3.477 -1.351  0.000
13 H 0.509 0.192 2.321  0.004